# 1
The following is a quantum chemistry calculation of 2 unconnected molecules or ions with the total composition C6H14NO, from the OMol25 dataset.

Summary:
energy above the lowest of the compared OMol25 structures with the same formula, charge and spin	1.327	eV
maximum force	1.6	eV/A
LUMO energy	4.05	eV
net charge	-1
energy	-366.95290	a.u.

Last columns: bonded neighbours and bond lengths (Å).
Geometry (Å):
1 C -1.6945 -2.5043 0.5471  C2 1.378, H5 1.102, H6 1.098
2 C -0.8620 -1.6475 1.2337  C1 1.378, N3 1.378, H7 1.101
3 N -1.2005 -0.7436 2.2171  C2 1.378, C4 1.441, H8 1.004
4 C -0.3598 0.4130 2.3985  N3 1.441, H9 1.101, H10 1.112, H11 1.090
5 H -2.7772 -2.4854 0.7543  C1 1.102
6 H -1.2910 -3.2880 -0.1079  C1 1.098
7 H 0.2276 -1.6674 1.0745  C2 1.101
8 H -2.1791 -0.5980 2.3898  N3 1.004
9 H -0.5269 0.8254 3.4059  C4 1.101
10 H 0.6913 0.0626 2.2997  C4 1.112
11 H -0.5114 1.1504 1.6098  C4 1.090
12 C 1.8847 0.2351 -1.1282  O13 1.329, C14 1.533, H16 1.096, H17 1.133
13 O 1.3256 -0.0877 0.0329  C12 1.329
14 C 1.2814 1.4992 -1.7519  C12 1.533, C15 1.569, H18 1.098, H19 1.090
15 C -0.2611 1.3220 -1.9778  C14 1.569, H20 1.101, H21 1.112, H22 1.096
16 H 1.8278 -0.5123 -1.9272  C12 1.096
17 H 2.9979 0.4324 -1.0547  C12 1.133
18 H 1.7938 1.5368 -2.7224  C14 1.098
19 H 1.5120 2.4310 -1.2359  C14 1.090
20 H -0.8519 2.1978 -2.2879  C15 1.101
21 H -0.6562 0.8891 -1.0331  C15 1.112
22 H -0.3706 0.5392 -2.7364  C15 1.096

---

# 2
The following is a quantum chemistry calculation of a gas-phase ion, C6H14NO (charge -1), from the OMol25 dataset.

Summary:
energy above the lowest of the compared OMol25 structures with the same formula, charge and spin	2.730	eV
maximum force	4.5	eV/A
LUMO energy	3.89	eV
net charge	-1
SMILES	CN[C@@H](C[O-])C(C)C
energy	-366.90132	a.u.

Last columns: bonded neighbours and bond lengths (Å).
Geometry (Å):
1 C -2.1326 1.7293 -0.1219  N2 1.558, H9 1.120, H10 1.047, H11 1.166
2 N -1.0485 0.8446 0.5632  C1 1.558, C3 1.595, H12 1.052
3 C -0.3613 -0.1017 -0.5210  N2 1.595, C4 1.718, C6 1.579, H13 1.059
4 C 0.4214 0.7073 -1.8189  C3 1.718, O5 1.304, H14 1.201, H15 1.019
5 O 0.0091 0.1469 -2.9215  C4 1.304
6 C 0.7436 -0.9975 0.1640  C3 1.579, C7 1.559, C8 1.536, H16 1.118
7 C 0.1788 -2.2246 0.9426  C6 1.559, H17 0.994, H18 1.118, H19 1.053
8 C 1.6254 -0.1310 1.0747  C6 1.536, H20 1.086, H21 1.102, H22 1.081
9 H -1.7214 2.7688 -0.1956  C1 1.120
10 H -3.0868 1.5646 0.2756  C1 1.047
11 H -2.2761 1.3171 -1.2032  C1 1.166
12 H -0.3446 1.5187 0.9598  N2 1.052
13 H -1.0711 -0.7968 -0.8877  C3 1.059
14 H 1.5990 0.7148 -1.5842  C4 1.201
15 H 0.1775 1.6578 -1.5457  C4 1.019
16 H 1.4696 -1.4930 -0.5276  C6 1.118
17 H -0.0027 -2.8650 0.2046  C7 0.994
18 H -0.8097 -2.0940 1.4492  C7 1.118
19 H 0.9823 -2.5149 1.5584  C7 1.053
20 H 2.6161 -0.4584 1.3754  C8 1.086
21 H 1.2033 -0.1420 2.0921  C8 1.102
22 H 1.8289 0.8491 0.6675  C8 1.081

---

# 3
The following is a quantum chemistry calculation of a gas-phase ion, C6H14NO (charge -1), from the OMol25 dataset.

Summary:
energy above the lowest of the compared OMol25 structures with the same formula, charge and spin	1.676	eV
maximum force	5.6	eV/A
LUMO energy	3.60	eV
net charge	-1
SMILES	CC(C)C[C@H](N)C[O-]
energy	-366.94006	a.u.

Last columns: bonded neighbours and bond lengths (Å).
Geometry (Å):
1 C -0.3766 2.3357 1.6721  C2 1.565, H9 1.081, H10 1.081, H11 1.144
2 C -0.1259 0.8125 1.4126  C1 1.565, C3 1.446, C4 1.538, H12 1.211
3 C -0.2740 0.0955 2.6600  C2 1.446, H13 1.132, H14 1.109, H15 1.134
4 C -0.7633 0.2552 0.1281  C2 1.538, C5 1.567, H16 1.186, H17 1.061
5 C 0.2341 -0.0686 -1.0357  C4 1.567, N6 1.446, C7 1.535, H18 1.134
6 N -0.3805 -0.0321 -2.3445  C5 1.446, H19 0.958, H20 1.003
7 C 1.0456 -1.3705 -1.0018  C5 1.535, O8 1.314, H21 1.159, H22 1.115
8 O 0.5875 -2.3231 -1.7822  C7 1.314
9 H -1.4414 2.4893 1.7761  C1 1.081
10 H 0.0011 2.9175 0.8426  C1 1.081
11 H 0.2988 2.5975 2.5573  C1 1.144
12 H 1.0591 0.7801 1.1656  C2 1.211
13 H -0.2325 -1.0232 2.4943  C3 1.132
14 H 0.5437 0.1157 3.4090  C3 1.109
15 H -1.2947 0.3204 3.1008  C3 1.134
16 H -1.4130 -0.6313 0.5740  C4 1.186
17 H -1.5457 0.8951 -0.1935  C4 1.061
18 H 0.8481 0.8827 -0.9701  C5 1.134
19 H -0.1853 0.7197 -2.9045  N6 0.958
20 H -0.2180 -0.8747 -2.8634  N6 1.003
21 H 2.0779 -1.0091 -1.3857  C7 1.159
22 H 1.0262 -1.7286 0.0541  C7 1.115

---

# 4
The following is a quantum chemistry calculation of a single C6H14NO molecule, from the OMol25 dataset.

Summary:
energy above the lowest of the compared OMol25 structures with the same formula, charge and spin	2.752	eV
maximum force	4.8	eV/A
<S²>	0.75
LUMO energy (alpha / beta)	0.97 / -1.51	eV
spin multiplicity	2
energy	-366.82876	a.u.

Last columns: bonded neighbours and bond lengths (Å).
Geometry (Å):
1 C 2.0838 -0.1127 -1.5906  O2 1.358, C3 1.587, H9 1.095, H10 1.175
2 O 1.6720 1.1270 -1.9626  C1 1.358
3 C 1.1178 -0.7138 -0.4840  C1 1.587, C4 1.607, H11 1.053, H12 1.112
4 C -0.3737 -1.0775 -0.9584  C3 1.607, C5 1.504, H13 1.056, H14 1.083
5 C -1.0970 0.2213 -1.1847  C4 1.504, C6 1.572, H15 1.205, H16 1.041
6 C -1.2703 0.9501 0.1971  C5 1.572, N7 1.519, H17 1.123, H18 1.220
7 N -1.4136 0.0467 1.4104  C6 1.519, C8 1.554, H19 1.006
8 C -0.6141 0.4852 2.6685  N7 1.554, H20 1.060, H21 1.188, H22 1.075
9 H 3.1046 0.1107 -1.2638  C1 1.095
10 H 2.2010 -0.9757 -2.3800  C1 1.175
11 H 1.0574 -0.0379 0.3216  C3 1.053
12 H 1.5895 -1.6561 -0.1292  C3 1.112
13 H -0.3790 -1.7285 -1.7903  C4 1.056
14 H -0.5333 -1.8804 -0.2491  C4 1.083
15 H -0.1713 0.8779 -1.5890  C5 1.205
16 H -1.9349 0.1937 -1.8025  C5 1.041
17 H -0.4385 1.6926 0.3292  C6 1.123
18 H -2.2592 1.6559 0.0869  C6 1.220
19 H -1.0166 -0.8624 1.2434  N7 1.006
20 H -0.8676 1.4595 3.0001  C8 1.060
21 H -0.9157 -0.3169 3.4906  C8 1.188
22 H 0.4588 0.5411 2.6364  C8 1.075

---

# 5
The following is a quantum chemistry calculation of 2 unconnected molecules or ions with the total composition C6H14NO, from the OMol25 dataset.

Summary:
energy above the lowest of the compared OMol25 structures with the same formula, charge and spin	5.091	eV
maximum force	6.2	eV/A
<S²>	1.76
LUMO energy (alpha / beta)	-1.85 / -0.71	eV
spin multiplicity	2
energy	-366.74279	a.u.

Last columns: bonded neighbours and bond lengths (Å).
Geometry (Å):
1 C 0.0317 0.0521 -1.7694  C2 1.540, C3 1.535, H9 1.087, H10 1.089
2 C -1.0740 -1.0199 -1.7392  C1 1.540, H11 1.091, H12 1.090, H13 1.096
3 C -0.0066 0.7552 -0.4057  C1 1.535, N4 1.486, H14 1.104, H15 1.111
4 N -1.1338 1.6727 -0.0974  C3 1.486, C6 1.296
5 C -1.3710 1.4659 2.3048  C6 1.478, H17 1.095, H18 1.095, H19 1.088
6 C -0.7528 2.0325 1.0874  N4 1.296, C5 1.478, H20 1.107
7 C 2.1752 -1.7273 0.2547  O8 1.364, H16 1.096, H21 1.101, H22 1.100
8 O 1.1648 -2.5206 -0.2044  C7 1.364
9 H 0.0227 0.6541 -2.6739  C1 1.087
10 H 0.9348 -0.5492 -1.6754  C1 1.089
11 H -2.0295 -0.6444 -1.3713  C2 1.091
12 H -1.2350 -1.4585 -2.7242  C2 1.090
13 H -0.7288 -1.7770 -1.0259  C2 1.096
14 H 0.0029 -0.1495 0.2270  C3 1.104
15 H 1.0183 1.1651 -0.2792  C3 1.111
16 H 1.9328 -1.2665 1.2191  C7 1.096
17 H -2.4262 1.7522 2.3680  C5 1.095
18 H -1.3984 0.3830 2.1422  C5 1.095
19 H -0.8615 1.6714 3.2445  C5 1.088
20 H 0.1022 2.7286 1.1880  C6 1.107
21 H 2.5106 -0.9444 -0.4432  C7 1.101
22 H 3.1219 -2.2754 0.3735  C7 1.100

---

# 6
The following is a quantum chemistry calculation of 2 unconnected molecules or ions with the total composition C6H14NO, from the OMol25 dataset.

Summary:
energy above the lowest of the compared OMol25 structures with the same formula, charge and spin	3.246	eV
maximum force	4.9	eV/A
LUMO energy	-5.34	eV
net charge	+1
energy	-366.64794	a.u.

Last columns: bonded neighbours and bond lengths (Å).
Geometry (Å):
1 C 1.4514 1.9305 -1.6496  C2 1.594, H8 1.153, H9 1.114, H10 1.047
2 C 1.6962 1.6483 -0.0998  C1 1.594, C3 1.565, H11 1.158, H12 1.002
3 C 0.3788 1.3778 0.7013  C2 1.565, C4 1.577, H13 1.072, H14 1.104
4 C -0.0862 -0.0911 0.3667  C3 1.577, C5 1.347, H15 1.025
5 C -1.3273 -0.2529 -0.1303  C4 1.347, N6 1.419, H16 1.065
6 N -1.8413 -1.3547 -0.8616  C5 1.419, C7 1.287, H17 1.056
7 C -3.0807 -1.6971 -0.9226  N6 1.287, H18 1.089, H19 1.125
8 H 0.3137 2.1187 -1.6303  C1 1.153
9 H 1.4944 1.0303 -2.3039  C1 1.114
10 H 1.9788 2.6948 -2.1328  C1 1.047
11 H 2.5468 2.2823 0.3633  C2 1.158
12 H 2.3011 0.8503 -0.0685  C2 1.002
13 H -0.3305 2.1684 0.5565  C3 1.072
14 H 0.7916 1.3286 1.7245  C3 1.104
15 H 0.4972 -0.9308 0.2996  C4 1.025
16 H -2.0652 0.5026 -0.2690  C5 1.065
17 H -1.1468 -1.9562 -1.3813  N6 1.056
18 H -3.7639 -1.3441 -0.1521  C7 1.089
19 H -3.4780 -2.4829 -1.6231  C7 1.125
20 H 0.8066 -2.6236 3.7344  O22 0.939
21 H 1.9351 -2.7133 2.6652  O22 1.043
22 O 0.9282 -2.4860 2.8132  H20 0.939, H21 1.043